[1]
81
Properties=species:S:1:pos:R:3 method="wB97M-V/def2-TZVPD" charge=-1 e_tot_ha=-5577.49099 homo_lumo_gap_ev=6.4
Na 1.830 1.791 0.033
C -3.841 -1.049 0.012
Si -2.386 -0.080 -0.705
C -2.481 1.629 0.055
C -2.748 0.071 -2.553
N -0.855 -0.738 -0.362
C -0.372 -1.903 -0.806
C -1.034 -2.899 -1.588
C -0.424 -4.079 -1.993
C 0.894 -4.374 -1.654
C 1.593 -3.427 -0.898
C 0.973 -2.264 -0.520
F 1.704 -1.362 0.183
H -4.789 -0.599 -0.304
H -3.813 -1.031 1.107
H -3.843 -2.096 -0.305
H -3.366 2.168 -0.303
H -1.591 2.226 -0.168
H -2.559 1.559 1.145
H -3.616 0.713 -2.730
H -2.965 -0.906 -2.997
H -1.896 0.493 -3.094
H -2.065 -2.717 -1.865
H -0.998 -4.790 -2.578
H 1.361 -5.305 -1.950
H 2.627 -3.578 -0.603
Br 1.053 5.424 -5.639
C -0.405 5.346 -4.431
C -1.317 6.392 -4.471
C -2.402 6.398 -3.610
C -2.575 5.358 -2.709
C -1.664 4.315 -2.672
C -0.573 4.298 -3.534
I 0.741 2.698 -3.360
H -1.166 7.199 -5.174
H -3.106 7.220 -3.642
H -3.412 5.355 -2.022
H -1.788 3.512 -1.960
N 0.084 0.154 2.386
C -0.961 0.415 3.262
C -0.949 1.529 4.106
C -1.985 1.736 5.004
C -3.052 0.849 5.084
C -3.066 -0.258 4.244
C -2.033 -0.480 3.347
H -0.198 -0.261 1.487
H 0.699 0.937 2.222
H -0.133 2.239 4.027
H -1.961 2.611 5.643
H -3.860 1.021 5.783
H -3.893 -0.958 4.284
H -2.048 -1.341 2.686
N 2.433 -2.039 -3.701
C 2.046 -0.724 -3.195
C 3.037 -0.206 -2.159
O 4.086 -0.977 -1.961
O 2.858 0.839 -1.570
H 2.413 -2.075 -4.709
H 1.826 -2.764 -3.332
H 3.935 -1.738 -2.571
H 1.065 -0.728 -2.714
H 2.010 0.015 -3.996
O 0.718 3.549 -0.139
N 1.259 3.857 0.968
O 1.469 5.023 1.275
O 1.614 2.902 1.742
S 4.609 -0.315 1.833
C 3.768 -1.675 2.369
N 2.688 -1.590 3.155
C 1.897 -2.711 3.633
C 2.046 -3.892 2.695
C 3.523 -4.148 2.459
N 4.155 -2.921 2.007
H 2.303 -0.669 3.271
H 0.861 -2.378 3.687
H 2.215 -2.989 4.644
H 1.562 -3.664 1.744
H 1.568 -4.776 3.117
H 3.666 -4.911 1.693
H 3.993 -4.511 3.381
H 5.002 -2.946 1.469

=====

[2]
77
Properties=species:S:1:pos:R:3 method="wB97M-V/def2-TZVPD" charge=0 e_tot_ha=-4527.99678 homo_lumo_gap_ev=9.6
O -6.719 2.536 3.211
C -5.954 1.647 3.026
O -6.282 0.314 3.059
C -5.054 -0.303 3.505
C -5.114 -1.825 3.628
C -6.475 -2.453 3.249
C -6.465 -3.030 1.843
Br -7.958 -4.240 1.569
C -4.066 0.420 2.592
C -4.101 0.125 1.087
C -2.858 -0.547 0.491
C -2.588 -2.022 0.902
C -1.324 -2.202 1.699
C -1.262 -1.921 3.064
C -0.075 -2.045 3.776
C 1.082 -2.462 3.131
C 1.027 -2.769 1.775
C -0.162 -2.645 1.068
O -4.638 1.778 2.761
H -4.870 0.110 4.504
H -4.327 -2.301 3.048
H -4.919 -2.070 4.671
H -6.676 -3.272 3.942
H -7.281 -1.731 3.363
H -6.524 -2.258 1.078
H -5.567 -3.621 1.671
H -3.040 0.495 2.946
H -4.169 1.108 0.614
H -5.014 -0.407 0.805
H -1.983 0.065 0.721
H -2.972 -0.518 -0.594
H -3.455 -2.378 1.456
H -2.515 -2.620 -0.007
H -2.148 -1.589 3.597
H -0.068 -1.820 4.836
H 2.007 -2.552 3.686
H 1.922 -3.116 1.271
H -0.167 -2.892 0.012
C 2.739 1.642 -1.980
C 1.441 0.921 -2.206
C 0.582 0.764 -0.969
O -0.117 -0.463 -1.236
C 0.652 -1.203 -2.065
O 0.466 -2.353 -2.310
O 1.660 -0.461 -2.568
H 3.305 1.732 -2.903
H 2.550 2.640 -1.582
H 3.352 1.095 -1.263
H 0.870 1.380 -3.020
H -0.128 1.573 -0.819
H 1.181 0.636 -0.065
C 3.320 1.826 -8.732
C 3.531 1.371 -7.312
C 2.689 2.082 -6.272
O 3.527 2.026 -5.111
C 4.817 1.958 -5.535
O 5.761 2.111 -4.834
O 4.860 1.696 -6.859
H 3.948 1.259 -9.418
H 2.278 1.685 -9.021
H 3.579 2.880 -8.835
H 3.413 0.288 -7.227
H 1.741 1.590 -6.069
H 2.513 3.129 -6.527
C 6.260 0.630 1.428
C 5.440 1.843 1.783
C 5.108 1.998 3.254
O 3.847 2.681 3.215
C 3.245 2.368 2.046
O 2.109 2.591 1.780
O 4.118 1.756 1.216
H 6.465 0.600 0.358
H 7.211 0.650 1.961
H 5.723 -0.281 1.691
H 5.903 2.753 1.393
H 5.832 2.587 3.810
H 4.965 1.032 3.743

=====

[3]
81
Properties=species:S:1:pos:R:3 method="wB97M-V/def2-TZVPD" charge=+1 e_tot_ha=-2889.09895 homo_lumo_gap_ev=6.7
Ce 12.437 9.794 12.424
C 10.903 5.100 17.044
C 10.406 5.408 15.586
N 11.449 5.455 14.585
C 11.973 6.582 14.046
S 11.217 8.187 14.204
N 13.044 6.353 13.344
N 13.522 7.443 12.639
C 14.603 7.246 11.939
C 15.137 5.836 11.836
C 15.285 8.437 11.354
C 16.400 8.236 10.574
C 17.043 9.329 9.998
C 16.588 10.636 10.172
C 15.489 10.738 11.041
N 14.880 9.649 11.624
H 10.030 4.973 17.646
H 11.466 6.001 17.357
H 11.513 4.169 17.077
H 9.959 6.378 15.559
H 9.725 4.654 15.225
H 11.889 4.695 14.183
H 15.976 5.804 11.090
H 14.354 5.128 11.500
H 15.544 5.467 12.827
H 16.788 7.285 10.341
H 17.862 9.249 9.327
H 16.965 11.499 9.593
H 14.974 11.659 11.307
O 8.750 13.716 16.256
C 9.435 12.855 15.428
C 8.895 12.183 14.312
C 9.748 11.482 13.439
N 11.045 11.450 13.655
C 11.551 11.998 14.777
C 10.798 12.645 15.751
C 13.059 11.836 14.845
O 13.783 12.453 15.596
O 13.489 10.873 14.040
C 9.282 10.654 12.308
O 8.142 10.774 11.886
O 10.297 9.961 11.720
H 7.818 13.541 16.198
H 7.828 12.179 14.065
H 11.290 13.206 16.563
C 13.193 14.273 12.374
N 11.887 14.100 11.765
C 10.915 15.256 11.776
C 11.558 12.986 11.119
C 10.314 12.966 10.266
O 12.354 12.010 11.114
H 13.660 13.269 12.398
H 13.231 14.788 13.296
H 13.930 14.779 11.731
H 11.253 16.087 12.393
H 9.909 14.918 12.130
H 10.820 15.693 10.769
H 10.371 13.598 9.416
H 9.428 13.231 10.788
H 10.152 11.917 9.949
C 12.097 10.571 8.015
N 11.095 9.594 8.412
C 9.958 9.370 7.400
C 9.756 7.882 7.363
C 9.475 7.260 8.679
N 10.387 7.794 9.685
C 10.347 6.949 10.840
C 11.243 8.783 9.471
O 12.269 9.019 10.241
H 11.556 11.448 7.682
H 12.863 10.234 7.336
H 12.577 10.879 8.900
H 10.273 9.685 6.404
H 9.099 10.023 7.729
H 10.620 7.362 6.928
H 8.901 7.758 6.676
H 9.643 6.178 8.698
H 8.405 7.372 8.969
H 10.170 5.946 10.527
H 9.659 7.409 11.526
H 11.361 7.053 11.365